1.
Molecular formula: C4H10F6KO2P
Method: DFT, ωB97M-V/def2-TZVPD

LUMO (spin up / spin down): -0.1456 / -0.3891 hartree
HOMO (spin up / spin down): -13.153 / -13.153 eV
Energy: -1849.16977 hartree
Expectation value of S²: 0.75
Gap between HOMO and LUMO (spin up / spin down): 9.19 / 2.57 eV
Net charge: +1
2S+1: 2

Positions of all 24 atoms, in Å:
K1 -1.344 -2.185 0.042
P1 -1.175 -2.476 -3.604
F1 -0.163 -1.883 -4.650
F2 -1.220 -3.801 -4.528
F3 0.175 -2.876 -2.736
F4 -2.141 -3.247 -2.487
F5 -1.402 -1.020 -2.859
F6 -2.448 -1.859 -4.420
C1 1.665 -1.001 1.234
O1 0.461 -0.476 0.716
C2 0.459 0.881 0.179
C3 0.537 2.023 1.284
O2 -0.629 2.005 2.171
C4 -0.467 2.884 3.224
H1 2.428 -1.112 0.464
H2 1.474 -1.990 1.650
H3 2.083 -0.313 1.969
H4 -0.379 1.187 -0.447
H5 1.221 0.951 -0.597
H6 0.740 2.981 0.805
H7 1.445 1.969 1.884
H8 -0.223 3.892 2.889
H9 0.257 2.533 3.959
H10 -1.354 2.933 3.857

Atomic partial charges in e from the Löwdin method, atoms 1 to 8:
1. K 0.961
2. P 0.183
3. F -0.130
4. F -0.143
5. F -0.199
6. F -0.238
7. F -0.230
8. F -0.177

---

2.
Molecular formula: C4H10FN2
Method: DFT, ωB97M-V/def2-TZVPD

LUMO: -0.1244 hartree
HOMO: -13.355 eV
Energy: -367.49170 hartree
Gap between HOMO and LUMO: 9.97 eV
Net charge: +1
ΔE to the lowest compared entry with this formula, charge and spin: 53.5 kJ/mol

Positions of all 17 atoms, in Å:
C1 -0.885 -0.314 0.857
C2 0.114 -1.474 0.511
C3 -0.609 0.853 -0.023
C4 0.460 -0.294 -1.481
N1 0.259 -1.511 -0.920
N2 0.426 1.786 0.483
F1 1.675 0.264 -1.246
H1 -1.900 -0.665 0.685
H2 -0.769 -0.089 1.917
H3 1.089 -1.280 0.960
H4 -0.255 -2.428 0.880
H5 -1.424 1.364 -0.509
H6 0.147 -0.113 -2.503
H7 -0.399 -2.105 -1.405
H8 1.158 1.241 0.957
H9 0.051 2.483 1.143
H10 0.862 2.282 -0.306

Atomic partial charges in e from the Löwdin method, atoms 1 to 8:
1. C -0.157
2. C -0.158
3. C -0.151
4. C -0.177
5. N 0.008
6. N 0.178
7. F 0.022
8. H 0.124

---

3.
Molecular formula: C4H10FN2O2PtTi
Method: DFT, ωB97M-V/def2-TZVPD

LUMO (spin up / spin down): -0.4553 / -0.5535 hartree
HOMO (spin up / spin down): -17.331 / -20.355 eV
Energy: -1485.57209 hartree
Expectation value of S²: 12.06
Gap between HOMO and LUMO (spin up / spin down): 4.94 / 5.29 eV
Net charge: +3
ΔE to the lowest compared entry with this formula, charge and spin: 162.5 kJ/mol
2S+1: 7

Positions of all 21 atoms, in Å:
Pt1 0.265 -2.756 -2.208
Ti1 1.379 -4.519 0.598
F1 0.737 -2.459 -0.105
O1 0.369 2.946 -2.144
C1 0.318 1.801 -1.845
N1 -0.880 1.291 -1.605
C2 1.494 0.970 -1.599
H1 -1.081 0.314 -1.762
H2 -1.636 1.962 -1.602
H3 2.397 1.262 -2.135
H4 1.215 -0.066 -1.408
H5 1.918 1.296 -0.650
O2 -0.571 0.860 3.331
C3 -0.567 0.067 2.382
N2 0.551 -0.420 1.945
C4 -1.772 -0.295 1.578
H6 1.396 0.077 2.188
H7 0.730 -1.121 1.241
H8 -1.504 -1.013 0.802
H9 -2.103 0.535 0.954
H10 -2.655 -0.731 2.045

Atomic partial charges in e from the Löwdin method, atoms 1 to 8:
1. Pt 0.686
2. Ti 1.172
3. F -0.709
4. O 0.467
5. C -0.473
6. N 0.270
7. C 0.072
8. H 0.134

---

4.
Molecular formula: C4H10FNO
Method: DFT, ωB97M-V/def2-TZVPD

LUMO: 0.0265 hartree
HOMO: -10.427 eV
Energy: -388.21810 hartree
Gap between HOMO and LUMO: 11.15 eV
Net charge: 0
ΔE to the lowest compared entry with this formula, charge and spin: 137.7 kJ/mol

Positions of all 17 atoms, in Å:
C1 1.730 1.107 -0.081
C2 -1.471 -1.235 0.564
C3 0.894 -0.254 0.262
C4 -0.620 -0.162 -0.012
N1 -1.179 1.100 0.092
O1 1.361 -1.383 -0.444
F1 -0.587 -0.527 -1.900
H1 2.805 0.783 0.195
H2 1.474 2.060 0.398
H3 1.548 1.380 -1.149
H4 -1.875 -0.841 1.481
H5 -2.166 -1.618 -0.229
H6 -0.706 -2.077 0.807
H7 0.920 -0.480 1.332
H8 -0.507 1.685 -0.371
H9 -2.179 1.185 -0.066
H10 0.722 -1.678 -1.085

Atomic partial charges in e from the Löwdin method, atoms 1 to 8:
1. C -0.028
2. C -0.027
3. C -0.350
4. C -0.352
5. N 0.152
6. O -0.038
7. F -0.331
8. H 0.106

---

5.
Molecular formula: C4H10I2N
Method: DFT, ωB97M-V/def2-TZVPD

LUMO: -0.1368 hartree
HOMO: -13.728 eV
Energy: -808.25964 hartree
Gap between HOMO and LUMO: 10.01 eV
Net charge: +1
ΔE to the lowest compared entry with this formula, charge and spin: 0.0 kJ/mol

Positions of all 17 atoms, in Å:
C1 -0.238 -0.808 1.709
C2 -0.464 -0.432 0.275
C3 -0.101 -1.426 -0.889
I1 -2.460 0.489 0.226
C4 0.525 0.892 0.090
N1 0.211 1.582 -1.170
I2 2.567 0.350 0.217
H1 -0.358 -0.045 2.465
H2 -0.882 -1.543 1.884
H3 0.721 -1.241 1.903
H4 -0.468 -0.974 -1.786
H5 0.928 -1.703 -0.965
H6 -0.694 -2.347 -0.705
H7 0.404 1.618 0.879
H8 -0.787 1.396 -1.286
H9 0.222 2.646 -0.964
H10 0.876 1.545 -1.882

Atomic partial charges in e from the Löwdin method, atoms 1 to 8:
1. C -0.195
2. C -0.842
3. C -0.101
4. I 1.022
5. C -0.805
6. N 0.094
7. I 1.035
8. H 0.094

---

6.
Molecular formula: C4H10I2Si
Method: DFT, ωB97M-V/def2-TZVPD

LUMO (spin up / spin down): -0.0369 / -0.1237 hartree
HOMO (spin up / spin down): -9.586 / -7.594 eV
Energy: -1043.20373 hartree
Gap between HOMO and LUMO (spin up / spin down): 8.58 / 4.23 eV
Net charge: 0
ΔE to the lowest compared entry with this formula, charge and spin: 460.5 kJ/mol

Positions of all 17 atoms, in Å:
C1 1.285 0.144 -0.725
C2 -0.988 -0.491 -0.747
C3 -0.323 0.965 1.156
C4 0.058 -0.154 0.223
Si1 0.782 -1.563 1.342
I1 -2.823 3.066 -1.356
I2 0.264 -3.740 0.290
H1 1.721 1.098 -0.334
H2 2.024 -0.595 -0.704
H3 0.963 0.326 -1.772
H4 -0.529 -1.266 -1.376
H5 -1.314 0.387 -1.294
H6 -1.884 -1.003 -0.287
H7 -1.207 0.741 1.801
H8 0.523 1.291 1.638
H9 -0.731 1.922 0.495
H10 2.181 -1.128 1.649

Atomic partial charges in e from the Löwdin method, atoms 1 to 8:
1. C -0.114
2. C -0.198
3. C -0.141
4. C -0.823
5. Si 0.333
6. I 0.099
7. I 0.357
8. H 0.093

---

7.
Molecular formula: C4H10INO
Method: DFT, ωB97M-V/def2-TZVPD

LUMO: 0.0237 hartree
HOMO: -9.030 eV
Energy: -585.99463 hartree
Gap between HOMO and LUMO: 9.68 eV
Net charge: 0
ΔE to the lowest compared entry with this formula, charge and spin: 281.4 kJ/mol

Positions of all 17 atoms, in Å:
C1 0.215 1.818 1.165
C2 0.031 1.253 -0.268
C3 -0.501 -0.176 -0.306
C4 -0.269 -0.961 -1.522
I1 -2.658 -0.057 0.195
O1 0.113 -0.915 0.832
N1 -0.376 -2.216 0.828
H1 -0.006 1.049 1.947
H2 -0.394 2.680 1.413
H3 1.159 2.127 1.354
H4 -0.428 1.831 -1.012
H5 1.188 1.178 -0.590
H6 -0.925 -1.704 -1.648
H7 0.725 -1.324 -1.552
H8 -0.494 -0.351 -2.374
H9 -0.619 -2.534 1.831
H10 0.485 -2.800 0.473

Atomic partial charges in e from the Löwdin method, atoms 1 to 8:
1. C -0.107
2. C -0.259
3. C -0.831
4. C -0.126
5. I 0.806
6. O -0.303
7. N -0.053
8. H 0.084

---

8.
Molecular formula: C4H10INO2
Method: DFT, ωB97M-V/def2-TZVPD

LUMO (spin up / spin down): 0.0178 / 0.0178 hartree
HOMO (spin up / spin down): -8.188 / -8.187 eV
Energy: -661.18949 hartree
Gap between HOMO and LUMO (spin up / spin down): 8.67 / 8.67 eV
Net charge: 0
ΔE to the lowest compared entry with this formula, charge and spin: 62.0 kJ/mol

Positions of all 18 atoms, in Å:
C1 -1.197 -0.927 0.447
C2 0.497 -0.455 2.816
C3 0.214 0.966 -2.912
C4 0.124 -0.231 0.505
N1 -0.178 1.393 -0.604
O1 0.560 0.330 1.640
O2 -0.682 1.022 -1.814
I1 1.704 -1.473 -0.407
H1 -1.521 -0.995 -0.585
H2 -1.142 -1.935 0.855
H3 -1.927 -0.341 0.999
H4 -0.532 -0.684 3.102
H5 0.969 0.137 3.595
H6 1.052 -1.392 2.688
H7 0.667 1.949 -3.087
H8 -0.396 0.692 -3.769
H9 0.999 0.223 -2.771
H10 0.788 1.720 -0.698

Atomic partial charges in e from the Löwdin method, atoms 1 to 8:
1. C -0.136
2. C -0.085
3. C -0.112
4. C -0.782
5. N 0.035
6. O -0.218
7. O -0.269
8. I 0.795

---

9.
Molecular formula: C4H10N
Method: DFT, ωB97M-V/def2-TZVPD

LUMO (spin up / spin down): 0.0442 / 0.0142 hartree
HOMO (spin up / spin down): -7.700 / -8.287 eV
Energy: -212.97907 hartree
Expectation value of S²: 0.75
Gap between HOMO and LUMO (spin up / spin down): 8.90 / 8.67 eV
Net charge: 0
ΔE to the lowest compared entry with this formula, charge and spin: 252.5 kJ/mol
2S+1: 2

Positions of all 15 atoms, in Å:
C1 -0.680 3.768 -0.680
C2 -0.598 2.523 -0.123
H1 -1.682 4.215 -1.106
H2 0.335 4.233 -0.784
H3 -1.286 1.709 0.024
H4 0.347 2.273 0.317
C3 0.699 -2.888 0.934
C4 0.412 -0.964 -0.434
N1 -0.141 -2.000 0.136
H5 1.597 -2.427 1.319
H6 0.029 -3.322 1.755
H7 0.850 -3.881 0.344
H8 0.529 0.105 -0.095
H9 0.684 -1.015 -1.403
H10 -1.094 -2.329 -0.203

Atomic partial charges in e from the Löwdin method, atoms 1 to 8:
1. C -0.083
2. C -0.110
3. H 0.080
4. H 0.052
5. H 0.034
6. H 0.018
7. C -0.128
8. C -0.103

---

10.
Molecular formula: C4H10N
Method: DFT, ωB97M-V/def2-TZVPD

LUMO (spin up / spin down): 0.0239 / -0.0247 hartree
HOMO (spin up / spin down): -9.696 / -9.920 eV
Energy: -213.01556 hartree
Expectation value of S²: 0.77
Gap between HOMO and LUMO (spin up / spin down): 10.35 / 9.25 eV
Net charge: 0
ΔE to the lowest compared entry with this formula, charge and spin: 156.7 kJ/mol
2S+1: 2

Positions of all 15 atoms, in Å:
C1 1.234 0.379 -1.010
C2 0.873 -0.633 0.103
C3 1.145 -0.316 1.618
C4 -2.998 0.348 -0.738
N1 -1.722 0.209 -0.424
H1 1.358 1.402 -0.636
H2 2.155 0.202 -1.676
H3 0.461 0.426 -1.801
H4 1.177 -1.710 -0.233
H5 -0.253 -0.515 0.124
H6 2.025 0.297 1.881
H7 0.201 0.133 2.005
H8 -3.372 1.404 -0.758
H9 -3.755 -0.445 -0.720
H10 1.471 -1.182 2.266

Atomic partial charges in e from the Löwdin method, atoms 1 to 8:
1. C -0.165
2. C -0.338
3. C -0.136
4. C -0.081
5. N 0.114
6. H 0.058
7. H 0.078
8. H 0.042

---

11.
Molecular formula: C4H10N
Method: DFT, ωB97M-V/def2-TZVPD

LUMO: -0.3030 hartree
HOMO: -14.270 eV
Energy: -212.70017 hartree
Gap between HOMO and LUMO: 6.02 eV
Net charge: +1
ΔE to the lowest compared entry with this formula, charge and spin: 578.1 kJ/mol

Positions of all 15 atoms, in Å:
C1 1.023 0.491 0.694
C2 -0.037 -0.565 0.454
C3 -1.401 -0.038 0.803
C4 -2.391 0.194 -0.110
N1 2.108 -0.106 -1.510
H1 1.653 0.295 1.553
H2 0.617 1.599 0.720
H3 0.181 -1.503 1.054
H4 -0.063 -0.945 -0.587
H5 -1.527 0.203 1.867
H6 -3.406 0.605 0.215
H7 -2.245 -0.022 -1.170
H8 2.783 -0.844 -1.484
H9 1.745 0.296 -0.419
H10 2.349 0.568 -2.226

Atomic partial charges in e from the Löwdin method, atoms 1 to 8:
1. C 0.115
2. C -0.244
3. C -0.167
4. C 0.081
5. N 0.180
6. H 0.110
7. H 0.173
8. H 0.156

---

12.
Molecular formula: C4H10N
Method: DFT, ωB97M-V/def2-TZVPD

LUMO: -0.1772 hartree
HOMO: -16.153 eV
Energy: -212.79516 hartree
Gap between HOMO and LUMO: 11.33 eV
Net charge: +1
ΔE to the lowest compared entry with this formula, charge and spin: 328.7 kJ/mol

Positions of all 15 atoms, in Å:
C1 -1.536 0.523 0.929
C2 1.684 -0.508 0.513
C3 -0.936 -0.713 -1.588
C4 0.813 0.776 0.239
N1 -0.530 0.353 0.078
H1 -1.690 1.165 1.848
H2 -2.491 0.169 0.670
H3 1.019 -1.026 1.225
H4 1.877 -1.006 -0.444
H5 2.550 -0.119 1.129
H6 0.099 -0.916 -1.806
H7 -1.398 -0.064 -2.251
H8 -1.394 -1.476 -0.973
H9 1.065 1.414 -0.681
H10 0.867 1.429 1.112

Atomic partial charges in e from the Löwdin method, atoms 1 to 8:
1. C 0.145
2. C -0.040
3. C 0.286
4. C -0.255
5. N -0.082
6. H 0.140
7. H 0.076
8. H 0.084